Entry 1:
Here is an isolated molecule of C6H8N2 in a non-equilibrium geometry from OMol25. Energies are from ωB97M-V/def2-TZVPD.

The geometry in XYZ format:
```
16
Properties=species:S:1:pos:R:3:forces:R:3:lowdin_charge:R:1
C -0.048 -1.852 -0.045 0.380 0.507 -0.368 -0.178
C -0.939 -1.178 -0.856 -1.421 -1.353 -0.599 -0.044
C 0.789 -1.239 0.841 0.881 5.614 0.548 0.042
C -1.084 0.292 -0.966 1.970 -2.857 2.086 -0.390
C -1.907 0.952 -1.757 -2.791 -0.864 -2.485 0.004
C 1.610 1.160 1.420 1.232 2.926 -0.407 -0.090
N -0.199 0.971 -0.133 1.097 1.989 0.309 0.110
N 0.703 0.446 0.613 -1.706 -6.607 0.253 -0.136
H 0.182 -2.889 -0.211 -0.797 -0.615 0.228 0.099
H -1.677 -1.886 -1.350 1.059 1.345 0.085 0.120
H 1.406 -1.505 1.749 -0.769 0.213 -1.668 0.106
H -1.975 1.995 -1.828 0.298 1.286 0.277 0.024
H -2.667 0.439 -2.458 1.561 0.486 1.418 0.087
H 1.855 2.188 1.084 -0.495 -0.572 -0.760 0.103
H 2.559 0.699 1.473 0.862 -1.000 -0.281 0.069
H 1.391 1.405 2.424 -1.362 -0.498 1.364 0.073
```
Positions in Å, forces in eV/Å.

Calculated values
* Kohn-Sham gap (spin up / spin down): 7.1 / 6.3 eV
* electronic energy: -342.7487 Ha
* E_LUMO (spin up / spin down): 0.0101 / -0.0115 Eh
* 2S+1: 1
* molar mass: 108.14 u
* ΔE to the lowest compared entry with this formula, charge and spin: 486.3 kJ/mol
* HOMO (spin up / spin down): -6.85 / -6.60 eV


Entry 2:
Here is a structure of composition C31H32B2F2N9O3Rh in a non-equilibrium geometry from OMol25. Energies are from ωB97M-V/def2-TZVPD.

The geometry in XYZ format:
```
80
Properties=species:S:1:pos:R:3:forces:R:3:lowdin_charge:R:1
Rh 1.230 1.189 -0.215 0.694 -1.694 -0.112 1.030
C 3.644 4.447 1.075 0.003 -0.010 -0.042 -0.049
C 2.441 3.956 0.565 0.010 0.091 -0.088 -0.119
N 2.603 2.713 0.126 -0.296 -0.097 0.342 -0.070
N 3.890 2.375 0.344 0.027 0.062 -0.148 -0.020
C 4.536 3.405 0.906 -0.011 0.018 0.045 -0.076
B 4.446 1.031 -0.204 -0.180 0.020 -0.078 -0.496
N 3.895 -0.145 0.629 0.299 -0.105 -0.232 -0.036
C 4.501 -0.893 1.568 -0.042 -0.077 -0.020 -0.080
C 3.635 -1.908 1.926 -0.031 0.009 -0.009 -0.061
C 2.500 -1.689 1.133 0.116 0.018 0.066 -0.150
N 2.675 -0.628 0.358 -0.106 0.223 0.180 0.005
N 3.943 0.927 -1.668 0.041 -0.185 0.146 -0.024
C 4.675 0.897 -2.796 0.037 -0.036 0.016 -0.080
C 3.820 0.818 -3.873 -0.047 0.015 0.004 -0.053
C 2.543 0.810 -3.296 0.156 -0.027 -0.029 -0.124
N 2.631 0.868 -1.976 -0.569 0.460 -0.377 -0.004
H 3.837 5.419 1.492 -0.003 0.001 -0.005 0.093
H 1.480 4.437 0.482 -0.026 -0.041 0.076 0.120
H 5.583 3.327 1.146 0.014 0.004 -0.059 0.121
H 5.645 1.024 -0.171 -0.002 0.133 0.029 0.117
H 5.499 -0.665 1.903 0.006 0.008 -0.021 0.117
H 3.798 -2.688 2.649 0.017 -0.004 -0.010 0.087
H 1.578 -2.247 1.087 -0.041 0.062 0.053 0.103
H 5.750 0.936 -2.752 0.000 -0.027 0.033 0.117
H 4.079 0.779 -4.917 -0.003 -0.006 0.001 0.089
H 1.577 0.757 -3.774 0.011 0.038 0.013 0.097
C -4.283 -4.567 -1.145 0.001 -0.009 -0.009 -0.070
O -3.632 -3.342 -0.860 -0.003 0.013 -0.013 -0.082
C -4.286 -2.449 -0.066 0.019 -0.028 0.042 -0.218
C -5.536 -2.651 0.494 -0.012 0.010 -0.001 -0.020
C -6.110 -1.658 1.284 0.013 -0.003 -0.014 -0.086
C -5.452 -0.460 1.485 0.008 -0.010 0.007 -0.083
C -4.204 -0.248 0.910 -0.048 0.029 -0.028 -0.019
C -3.599 -1.247 0.163 0.040 -0.008 0.070 -0.160
N -2.337 -1.095 -0.435 0.024 -0.096 -0.056 0.170
C -1.213 -0.532 0.120 0.027 -0.205 -0.244 -0.327
N -1.263 -0.262 1.423 -0.047 0.135 0.047 0.173
C -0.252 0.289 2.241 -0.001 0.048 0.044 -0.167
C 0.810 1.036 1.756 -0.609 0.676 -0.382 -0.156
C 1.707 1.535 2.714 -0.081 -0.075 0.080 -0.099
C 1.531 1.309 4.066 0.041 -0.040 -0.035 -0.083
C 0.461 0.552 4.533 0.001 -0.005 0.042 -0.038
C -0.423 0.035 3.610 -0.005 -0.023 0.016 -0.223
O -1.513 -0.740 3.929 0.012 -0.017 -0.028 -0.103
C -1.633 -1.175 5.268 -0.049 0.015 0.007 -0.080
N -0.137 -0.346 -0.608 -0.055 0.476 0.102 0.031
C -0.223 -0.630 -1.995 0.136 -0.289 -0.027 -0.240
C 0.475 -1.696 -2.537 -0.074 -0.031 0.032 -0.016
C 0.427 -1.955 -3.902 -0.052 -0.008 -0.054 -0.087
C -0.306 -1.124 -4.732 0.025 0.001 0.049 -0.087
C -0.998 -0.034 -4.210 -0.024 -0.041 -0.030 -0.016
C -0.964 0.200 -2.844 -0.026 0.224 0.093 -0.236
O -1.595 1.230 -2.213 -0.148 -0.206 -0.067 -0.127
C -2.407 2.103 -2.988 0.014 -0.039 -0.013 -0.042
H -3.627 -5.106 -1.821 0.006 -0.005 0.010 0.095
H -5.247 -4.400 -1.631 0.002 0.008 -0.006 0.096
H -4.430 -5.154 -0.235 -0.008 0.006 0.003 0.098
H -6.066 -3.578 0.331 0.003 -0.004 0.005 0.103
H -7.079 -1.832 1.732 -0.007 0.005 -0.010 0.104
H -5.905 0.321 2.081 -0.002 0.005 -0.008 0.104
H -3.701 0.704 1.027 0.018 -0.014 0.020 0.126
H -2.173 -1.657 -1.256 0.000 0.035 -0.025 0.146
H -2.065 -0.607 1.928 0.023 -0.033 -0.008 0.127
H 2.569 2.108 2.413 0.027 0.063 -0.023 0.075
H 2.235 1.725 4.777 0.014 -0.012 -0.007 0.102
H 0.333 0.378 5.591 -0.001 0.007 -0.001 0.099
H -1.885 -0.346 5.935 0.035 0.011 0.002 0.095
H -0.711 -1.650 5.611 0.000 -0.008 -0.001 0.095
H -2.441 -1.902 5.282 -0.009 0.014 0.002 0.091
H 1.066 -2.310 -1.869 0.014 0.014 0.002 0.118
H 0.962 -2.802 -4.310 0.041 0.028 -0.004 0.103
H -0.337 -1.307 -5.798 -0.007 -0.015 0.000 0.104
H -1.550 0.619 -4.870 -0.018 0.000 0.015 0.109
H -2.819 2.820 -2.285 0.002 0.003 -0.014 0.103
H -1.812 2.629 -3.736 -0.004 -0.002 0.001 0.103
H -3.210 1.540 -3.466 -0.010 0.012 -0.010 0.104
F -0.092 3.278 -1.848 0.069 -0.016 0.000 0.137
B -0.238 2.422 -0.808 0.814 0.780 0.992 -0.745
F -1.255 2.776 0.016 -0.202 -0.227 -0.335 0.143
```
Positions in Å, forces in eV/Å.

Calculated values
* Kohn-Sham gap: 8.0 eV
* electronic energy: -2279.2476 Ha
* E_LUMO: 0.0191 Eh
* 2S+1: 1
* molar mass: 741.18 u
* HOMO: -7.49 eV


Entry 3:
Here is a structure of composition C15H36AlO6 in a non-equilibrium geometry from OMol25. Energies are from ωB97M-V/def2-TZVPD.

The geometry in XYZ format:
```
58
Properties=species:S:1:pos:R:3:forces:R:3:lowdin_charge:R:1
C -0.311 -0.215 1.801 -0.747 -0.088 -0.762 -0.135
C -1.077 -0.838 0.775 0.468 -0.845 0.217 -0.267
C -0.723 -2.278 0.258 1.197 2.284 -1.127 -0.355
Al 1.192 -2.715 0.959 -0.668 0.211 0.196 0.147
H 0.636 0.259 1.505 0.568 -2.051 0.830 0.012
H -0.635 -0.137 2.858 -0.704 1.625 -0.934 0.032
H -1.939 -0.314 0.302 -0.772 -0.931 1.455 0.063
H -0.774 -2.263 -0.857 -0.282 -0.461 0.472 0.013
H -1.482 -2.987 0.664 0.357 0.686 -0.067 0.039
H 1.837 -3.991 0.246 0.088 -0.280 -0.270 -0.171
H 0.993 -3.006 2.538 0.114 -0.120 0.258 -0.149
H 2.083 -1.381 0.757 0.342 0.031 -0.239 -0.124
C -4.204 0.913 2.502 0.164 -0.027 -0.280 -0.104
O -5.142 0.894 1.437 -0.269 0.257 0.487 -0.200
C -6.380 0.290 1.763 0.101 0.136 -0.480 -0.197
C -7.561 1.107 1.248 0.067 -0.167 0.176 -0.177
O -7.769 2.361 1.894 0.039 0.031 -0.126 -0.126
C -6.792 3.381 1.721 0.029 0.055 0.115 -0.179
C -6.671 3.955 0.315 0.311 -0.172 0.111 -0.195
O -6.152 3.010 -0.606 -0.487 -0.071 -0.032 -0.195
C -6.874 2.927 -1.819 0.292 -0.086 0.133 -0.116
H -3.601 0.003 2.486 0.075 0.006 0.146 0.081
H -3.547 1.772 2.355 0.041 -0.107 -0.090 0.088
H -4.691 1.027 3.476 -0.060 -0.057 -0.022 0.083
H -6.485 0.142 2.841 0.036 0.057 0.059 0.119
H -6.400 -0.694 1.276 -0.247 -0.085 0.109 0.127
H -8.464 0.527 1.458 -0.010 0.061 0.082 0.124
H -7.514 1.227 0.168 0.214 0.039 -0.104 0.106
H -5.825 3.061 2.107 0.112 -0.102 -0.250 0.111
H -7.116 4.199 2.372 -0.123 -0.018 -0.062 0.125
H -5.970 4.798 0.343 -0.124 0.145 0.165 0.125
H -7.647 4.334 -0.008 -0.032 -0.081 -0.046 0.119
H -7.952 3.019 -1.654 -0.006 0.073 -0.018 0.084
H -6.684 1.945 -2.253 0.093 0.052 -0.006 0.089
H -6.531 3.696 -2.518 -0.154 0.044 -0.103 0.085
C 9.197 -1.617 -1.009 -0.183 0.276 -0.183 -0.120
O 8.056 -1.393 -1.811 0.121 -0.335 0.365 -0.203
C 7.452 -2.577 -2.312 -0.293 0.349 -0.191 -0.193
C 5.931 -2.546 -2.177 0.015 -0.177 0.108 -0.180
O 5.429 -2.616 -0.850 0.297 0.234 -0.128 -0.117
C 5.697 -1.509 0.010 -0.128 -0.019 0.207 -0.171
C 5.023 -0.196 -0.371 0.250 -0.110 0.016 -0.187
O 5.551 0.329 -1.587 -0.256 -0.111 -0.222 -0.214
C 4.561 0.746 -2.504 0.285 -0.018 0.095 -0.120
H 10.096 -1.641 -1.631 0.142 -0.126 0.085 0.081
H 9.278 -0.787 -0.304 0.029 0.026 -0.081 0.085
H 9.116 -2.542 -0.430 0.016 -0.034 -0.045 0.085
H 7.841 -3.468 -1.811 0.037 0.021 0.109 0.117
H 7.705 -2.642 -3.379 -0.101 -0.231 -0.038 0.121
H 5.552 -3.446 -2.670 0.019 -0.048 0.062 0.128
H 5.508 -1.699 -2.711 0.142 0.168 -0.027 0.105
H 6.771 -1.387 0.151 0.041 0.197 -0.183 0.104
H 5.302 -1.801 0.987 -0.202 -0.045 -0.128 0.128
H 5.222 0.543 0.414 -0.083 -0.135 0.176 0.124
H 3.942 -0.345 -0.430 0.026 -0.081 -0.023 0.087
H 3.700 0.072 -2.503 -0.053 0.066 0.060 0.091
H 5.001 0.726 -3.503 0.053 0.082 0.033 0.082
H 4.240 1.767 -2.279 -0.196 0.006 -0.057 0.083
```
Positions in Å, forces in eV/Å.

Calculated values
* Kohn-Sham gap: 5.7 eV
* electronic energy: -1286.7074 Ha
* E_LUMO: 0.0918 Eh
* 2S+1: 1
* molar mass: 339.43 u
* ΔE to the lowest compared entry with this formula, charge and spin: 766.7 kJ/mol
* total charge: -1
* HOMO: -3.20 eV


Entry 4:
Here is a structure of composition C21H40BCaNO6P2 in a non-equilibrium geometry from OMol25. Energies are from ωB97M-V/def2-TZVPD.

The geometry in XYZ format:
```
72
Properties=species:S:1:pos:R:3:forces:R:3:lowdin_charge:R:1
C 0.091 -3.437 -0.187 -0.221 0.358 -0.420 -0.148
C 0.069 -1.905 -0.529 0.030 -0.276 0.370 -0.387
P 1.787 -1.414 -1.138 -0.132 -0.878 -0.512 1.002
C 1.555 -1.134 -2.970 -0.164 0.065 -0.444 -0.247
C 2.318 0.184 -0.240 -0.086 1.518 -0.826 -0.480
P 3.309 -0.488 1.220 -0.621 -1.073 0.421 1.073
C 3.919 -2.227 0.879 -0.024 0.039 0.559 -0.267
C 2.313 -0.715 2.763 0.035 0.396 0.325 -0.235
C 1.229 1.300 -0.039 -2.982 1.371 0.461 -0.416
C 0.208 1.469 -1.242 0.801 -1.228 -0.445 0.018
C 0.359 1.385 1.253 0.616 0.276 0.909 -0.125
C -0.686 2.554 1.296 -0.317 0.106 0.126 -0.179
C -2.172 2.124 1.051 0.417 0.598 0.503 -0.186
C -2.794 1.537 2.369 -0.728 0.070 -0.463 -0.187
C -3.602 0.219 2.177 0.419 -0.408 -0.087 -0.190
C -2.760 -0.952 1.579 0.245 0.045 0.447 -0.238
C -3.606 -2.167 1.106 -0.420 0.255 0.108 -0.182
C -4.521 -1.900 -0.141 0.864 0.064 -0.160 -0.146
C -3.987 -0.819 -1.119 -0.119 -0.447 -0.148 -0.249
O -4.963 -0.647 -2.149 0.393 0.897 0.403 -0.196
C -5.122 0.738 -2.468 -0.219 -0.090 -0.508 -0.107
O 1.880 2.622 -0.056 1.489 -0.278 -1.073 0.009
C 2.737 2.533 -1.160 -1.245 -2.587 2.661 -0.422
O 2.861 3.306 -2.009 0.622 1.552 -1.383 0.268
C 3.408 1.117 -0.933 -0.988 -1.917 0.372 -0.150
N 4.341 1.433 0.293 0.175 0.465 -2.136 0.031
C 4.996 2.419 0.237 0.256 1.213 0.687 -0.406
O 5.456 3.601 0.172 -1.252 -0.776 -3.048 -0.200
B 4.457 0.519 -2.002 0.330 0.183 -2.337 -0.578
O 4.784 -0.824 -2.178 -0.001 1.014 1.734 0.147
O 5.060 1.447 -2.875 -0.033 -0.295 2.119 0.172
H 0.515 -3.652 0.812 -0.031 0.155 -0.576 0.068
H 0.661 -3.967 -0.974 -0.278 0.019 0.550 0.069
H -0.948 -3.815 -0.194 0.532 0.119 0.019 0.068
H -0.229 -1.363 0.387 0.117 -0.041 -0.587 0.037
H -0.699 -1.741 -1.316 0.535 0.189 0.480 0.070
H 1.996 -0.198 -3.367 -0.176 -0.439 0.255 0.047
H 0.490 -1.168 -3.275 0.497 0.219 0.311 0.053
H 2.050 -1.980 -3.494 -0.160 0.555 0.446 0.055
H 4.376 -2.332 -0.116 -0.323 0.096 0.451 0.026
H 3.083 -2.949 0.997 0.443 0.511 -0.255 0.047
H 4.657 -2.474 1.673 -0.275 0.332 -0.373 0.056
H 2.845 -1.421 3.431 -0.291 0.173 -0.511 0.060
H 2.269 0.252 3.309 -0.123 -0.602 -0.391 0.042
H 1.274 -1.059 2.574 0.689 0.099 0.050 0.058
H 0.677 1.218 -2.221 -0.263 0.062 0.629 0.086
H -0.631 0.769 -1.077 0.261 0.481 -0.297 0.084
H -0.115 2.521 -1.343 0.007 -0.695 0.455 0.116
H 1.067 1.577 2.096 -0.358 -0.199 -0.571 0.100
H -0.172 0.450 1.526 0.386 0.322 -0.494 0.098
H -0.652 2.963 2.331 -0.014 -0.189 -0.664 0.115
H -0.423 3.409 0.642 0.096 -0.663 0.263 0.111
H -2.723 3.053 0.781 0.247 -0.650 0.114 0.120
H -2.258 1.456 0.174 0.040 0.202 0.533 0.073
H -3.506 2.308 2.742 0.486 -0.528 -0.031 0.116
H -2.029 1.425 3.170 -0.317 -0.125 -0.574 0.110
H -4.464 0.387 1.494 0.420 0.064 0.574 0.116
H -3.982 -0.105 3.168 -0.045 0.210 -0.603 0.120
H -2.043 -1.336 2.349 -0.417 0.378 -0.359 0.114
H -2.126 -0.525 0.772 -0.428 -0.467 0.197 0.054
H -2.968 -3.064 0.942 -0.223 0.685 -0.027 0.094
H -4.279 -2.447 1.948 0.468 0.101 -0.448 0.117
H -5.537 -1.591 0.171 0.497 -0.267 -0.237 0.122
H -4.563 -2.847 -0.720 -0.432 0.590 0.362 0.120
H -3.785 0.150 -0.609 -0.234 -0.609 -0.247 0.085
H -3.042 -1.142 -1.629 -0.376 0.147 0.546 0.121
H -4.146 1.234 -2.670 -0.454 -0.286 0.175 0.086
H -5.657 1.275 -1.657 0.309 -0.215 -0.343 0.095
H -5.721 0.792 -3.397 0.260 -0.032 0.566 0.096
H 5.645 -0.963 -1.741 -0.168 -0.504 -0.669 0.129
H 5.971 1.586 -2.563 -0.038 0.053 -0.945 0.121
Ca 6.199 3.435 1.913 1.994 0.519 4.010 1.730
```
Positions in Å, forces in eV/Å.

Calculated values
* Kohn-Sham gap: 4.0 eV
* electronic energy: -2714.8456 Ha
* E_LUMO: -0.3257 Eh
* 2S+1: 1
* molar mass: 515.39 u
* total charge: +2
* HOMO: -12.85 eV